The following is a DFT calculation (ωB97M-V with the def2-TZVPD basis set) of a 4-piece molecular cluster, Cl3HO3Si overall.

Last column: Löwdin charge in e.
Positions of all 8 atoms, in Å:
O: 1.4089 -0.6548 0.7528  -0.276
O: -0.2865 0.8416 -0.6249  -0.564
O: 3.7801 -0.2133 -0.9917  -0.273
Si: 2.6534 -0.4786 -0.0586  0.508
Cl: 4.8124 2.9941 -0.1240  0.068
Cl: -0.3840 2.2918 0.1085  0.661
Cl: 3.3980 -3.7228 -0.2461  -0.026
H: 0.2952 0.2397 -0.2182  -0.098

Forces on atoms 1 to 3 (eV/Å):
-0.6 0.0 0.6
-2.2 1.0 -2.6
1.4 0.5 -0.7

Values from the calculation:
Energy above the lowest of the compared OMol25 structures with the same formula, charge and spin   676.69 kJ/mol
Lowest unoccupied orbital energy (alpha / beta)   -7.253 / -7.623 eV
HOMO energy (alpha / beta)   -9.51 / -10.10 eV